[1]
The following is a DFT calculation (ωB97M-V with the def2-TZVPD basis set) of a structure of composition C44H67Br2GeN4O5PbSi3Te.

XYZ file:
```
128
C44H67Br2GeN4O5PbSi3Te (ωB97M-V with the def2-TZVPD basis set)
Pb -0.020 -0.177 0.755
Br 2.938 5.331 -1.091
C 1.524 5.768 0.088
C 0.226 5.421 -0.252
C -0.807 5.716 0.620
C -0.536 6.360 1.823
C 0.757 6.770 2.115
C 1.801 6.452 1.260
N -1.563 6.752 2.754
N -2.435 5.965 3.147
C -2.391 4.569 2.804
C -3.510 4.029 2.238
C -3.558 2.675 1.858
C -2.487 1.845 2.076
O -2.499 0.532 1.810
C -1.288 2.406 2.641
N -0.177 1.617 2.707
C 0.888 2.067 3.324
C 0.927 3.325 3.959
C -0.132 4.165 3.809
C -1.270 3.742 3.081
H 0.027 4.917 -1.187
H -1.823 5.451 0.359
H 0.939 7.328 3.025
H 2.814 6.745 1.495
H -4.366 4.672 2.070
H -4.461 2.264 1.426
H 1.761 1.425 3.313
H 1.805 3.618 4.516
H -0.115 5.153 4.251
O -2.815 -0.744 -1.146
H -2.807 -1.687 -1.348
H -2.060 -0.392 -1.650
O -0.214 2.224 -0.255
H -0.250 1.819 -1.142
H -1.117 2.524 -0.075
O 0.781 -2.475 -0.653
H 1.229 -1.922 -1.323
H 1.515 -2.888 -0.179
Br 2.546 -0.428 1.465
C -6.622 1.342 0.868
Si -5.948 -0.397 1.067
C -7.156 -1.366 2.131
C -5.752 -1.216 -0.600
Ge -3.935 -0.577 2.358
Si -4.153 0.039 4.685
C -5.031 1.680 4.906
C -5.141 -1.279 5.587
C -2.444 0.156 5.443
Si -3.008 -2.781 2.218
C -1.506 -2.965 3.335
C -4.382 -3.902 2.844
C -2.541 -3.381 0.505
H -7.693 1.268 0.665
H -6.163 1.871 0.031
H -6.503 1.945 1.770
H -8.115 -1.452 1.614
H -7.339 -0.865 3.084
H -6.804 -2.376 2.346
H -6.702 -1.186 -1.138
H -5.464 -2.263 -0.489
H -4.992 -0.717 -1.203
H -6.086 1.608 4.635
H -4.587 2.489 4.324
H -4.978 1.958 5.962
H -6.070 -1.532 5.073
H -5.404 -0.912 6.582
H -4.566 -2.198 5.716
H -1.789 0.825 4.887
H -1.953 -0.817 5.499
H -2.535 0.544 6.461
H -1.795 -2.980 4.387
H -0.763 -2.171 3.222
H -1.011 -3.913 3.112
H -4.906 -3.499 3.712
H -3.967 -4.872 3.128
H -5.120 -4.080 2.060
H -1.630 -2.920 0.126
H -3.342 -3.234 -0.221
H -2.357 -4.457 0.581
C -0.057 0.041 -4.302
C 0.523 -0.150 -2.916
O -0.252 0.132 -1.951
N 1.738 -0.595 -2.637
Te 2.918 -1.113 -4.128
C 4.698 -0.004 -3.884
C 4.901 1.090 -3.035
C 3.937 1.589 -1.994
C 6.122 1.753 -3.132
C 7.116 1.375 -4.019
C 8.404 2.143 -4.104
C 6.879 0.280 -4.842
C 5.680 -0.415 -4.802
C 5.500 -1.587 -5.736
C 3.443 -2.999 -3.364
C 2.998 -4.114 -4.086
C 2.156 -4.035 -5.334
C 3.320 -5.376 -3.599
C 4.066 -5.549 -2.442
C 4.400 -6.921 -1.931
C 4.487 -4.417 -1.752
C 4.190 -3.133 -2.186
C 4.668 -1.965 -1.370
H -0.875 0.754 -4.257
H -0.463 -0.917 -4.637
H 0.668 0.377 -5.043
H 2.938 1.183 -2.093
H 3.882 2.678 -2.028
H 4.296 1.315 -0.999
H 6.292 2.599 -2.474
H 8.744 2.450 -3.116
H 8.267 3.047 -4.701
H 9.189 1.551 -4.572
H 7.645 -0.041 -5.537
H 6.435 -1.798 -6.250
H 4.750 -1.386 -6.507
H 5.214 -2.500 -5.209
H 1.097 -3.933 -5.080
H 2.263 -4.949 -5.915
H 2.422 -3.205 -5.989
H 2.981 -6.247 -4.147
H 4.169 -7.687 -2.669
H 3.830 -7.141 -1.027
H 5.457 -6.995 -1.676
H 5.063 -4.534 -0.841
H 5.612 -1.574 -1.756
H 4.827 -2.275 -0.339
H 3.941 -1.155 -1.349
```

Its energy above the lowest of the compared OMol25 structures with the same formula, charge and spin is 0.0 kcal/mol. The largest force on an atom is 0.010 Eh/bohr. As for the net charge: +1. The frontier orbital gap comes out at 7.673 eV.

***

[2]
The following is a DFT calculation (ωB97M-V with the def2-TZVPD basis set) of a cluster of 15 separate species, C44H67F15N6O22 in total in a non-equilibrium geometry.

XYZ file:
```
154
C44H67F15N6O22 (ωB97M-V with the def2-TZVPD basis set)
C 36.123 28.848 -10.894
C 34.986 28.745 -9.980
O 35.248 29.680 -8.929
C 34.882 30.941 -8.964
O 34.237 31.508 -9.849
C 35.561 31.756 -7.812
F 34.590 32.380 -7.127
F 36.319 30.996 -7.081
F 36.416 32.641 -8.339
H 36.338 27.942 -11.459
H 37.031 29.211 -10.412
H 35.972 29.551 -11.713
H 34.976 27.735 -9.571
H 34.085 28.950 -10.558
C 32.710 17.247 -8.381
C 32.494 17.840 -9.822
O 33.612 18.523 -10.306
C 33.662 19.019 -11.584
O 32.729 18.984 -12.433
C 34.941 19.809 -11.809
F 35.918 19.164 -11.173
F 35.181 20.010 -13.066
F 34.769 20.966 -11.301
H 31.992 16.435 -8.267
H 32.627 17.961 -7.562
H 33.660 16.713 -8.332
H 31.607 18.464 -9.934
H 32.244 16.999 -10.468
C 43.203 31.153 -14.354
C 43.039 29.727 -13.821
O 42.130 29.024 -14.604
C 41.956 27.763 -14.335
O 42.442 27.148 -13.368
C 41.119 27.011 -15.409
F 41.821 25.914 -15.683
F 39.875 26.725 -14.972
F 40.946 27.750 -16.469
H 42.272 31.719 -14.308
H 43.470 31.179 -15.410
H 43.954 31.640 -13.732
H 42.774 29.855 -12.772
H 43.927 29.095 -13.812
C 31.447 24.421 -20.542
C 30.105 24.117 -21.170
O 29.553 22.954 -20.668
C 28.656 22.293 -21.368
O 28.211 22.663 -22.454
C 28.275 20.936 -20.747
F 28.433 20.944 -19.433
F 27.014 20.634 -21.019
F 29.042 20.005 -21.263
H 31.387 24.520 -19.458
H 31.701 25.397 -20.956
H 32.154 23.679 -20.913
H 30.314 24.093 -22.240
H 29.370 24.896 -20.968
C 38.279 33.516 -15.299
C 38.514 32.091 -14.848
O 37.872 31.225 -15.760
C 37.946 29.830 -15.569
O 38.631 29.244 -14.660
C 37.118 29.097 -16.650
F 36.684 29.840 -17.698
F 38.001 28.201 -17.146
F 36.146 28.407 -16.099
H 37.221 33.777 -15.309
H 38.748 33.811 -16.238
H 38.809 34.055 -14.514
H 38.093 31.892 -13.862
H 39.566 31.811 -14.800
C 33.433 17.076 -19.909
O 32.734 17.681 -18.836
C 33.280 18.545 -17.987
O 34.355 19.175 -18.106
O 32.349 18.722 -16.964
C 32.582 19.631 -15.875
H 33.533 17.913 -20.601
H 32.835 16.311 -20.405
H 34.392 16.656 -19.606
H 32.074 19.266 -14.982
H 32.239 20.620 -16.176
H 33.589 19.763 -15.477
C 35.174 24.150 -9.775
O 36.053 24.931 -10.570
C 36.884 24.439 -11.536
O 36.798 23.307 -11.970
O 37.742 25.362 -11.817
C 38.735 25.123 -12.789
H 34.548 23.524 -10.410
H 34.633 24.701 -9.006
H 35.759 23.459 -9.168
H 39.328 26.032 -12.690
H 38.266 25.240 -13.766
H 39.289 24.186 -12.729
C 29.988 29.964 -8.594
O 29.754 28.606 -8.895
C 30.696 27.667 -8.941
O 31.921 27.824 -8.767
O 30.118 26.545 -9.209
C 30.810 25.312 -9.071
H 29.087 30.377 -8.140
H 30.153 30.543 -9.503
H 30.774 30.170 -7.868
H 31.696 25.319 -9.705
H 30.155 24.540 -9.477
H 31.047 25.046 -8.041
C 31.689 26.731 -12.561
O 31.548 26.869 -14.003
C 32.189 27.816 -14.723
O 32.984 28.617 -14.309
O 31.857 27.721 -15.995
C 32.700 28.159 -17.058
H 31.783 27.701 -12.073
H 32.557 26.103 -12.358
H 30.826 26.238 -12.114
H 33.662 27.647 -17.078
H 32.899 29.228 -16.978
H 32.146 27.885 -17.956
C 30.313 21.634 -11.915
C 31.573 22.192 -12.344
N 32.565 22.601 -12.725
H 29.973 20.951 -12.694
H 29.537 22.394 -11.818
H 30.457 21.149 -10.950
C 34.551 24.949 -14.304
C 34.148 23.799 -15.140
N 33.868 22.891 -15.853
H 34.413 24.664 -13.262
H 33.883 25.798 -14.445
H 35.592 25.175 -14.539
C 37.606 22.109 -14.728
C 37.363 23.313 -15.548
N 37.193 24.245 -16.159
H 38.171 22.307 -13.817
H 38.083 21.337 -15.331
H 36.650 21.630 -14.517
C 40.175 23.948 -17.643
C 39.824 22.644 -18.265
N 39.552 21.595 -18.718
H 39.453 24.764 -17.640
H 40.977 24.375 -18.245
H 40.421 23.749 -16.600
C 36.100 22.393 -18.746
C 35.832 21.985 -20.188
N 35.645 21.747 -21.319
H 36.305 23.463 -18.720
H 36.899 21.806 -18.293
H 35.176 22.280 -18.178
C 29.955 22.175 -16.783
C 29.600 22.851 -15.527
N 29.382 23.360 -14.510
H 29.083 22.143 -17.435
H 30.263 21.154 -16.558
H 30.707 22.788 -17.281
```

The largest force on an atom is 0.121 Eh/bohr. The frontier orbital gap comes out at 10.512 eV.

***

[3]
The following is a DFT calculation (ωB97M-V with the def2-TZVPD basis set) of a structure of composition C44H68N11O6ScSeSi.

XYZ file:
```
132
C44H68N11O6ScSeSi (ωB97M-V with the def2-TZVPD basis set)
Sc 0.281 0.521 0.008
O -0.295 4.100 1.842
C 0.312 3.323 1.126
O -0.259 2.419 0.380
C 1.830 3.403 0.987
C 2.268 3.043 -0.444
C 3.696 3.512 -0.711
C 4.514 2.496 0.125
C 3.408 1.623 0.711
O 2.429 1.604 -0.357
C 2.648 2.360 1.827
C 1.839 1.318 2.592
O 1.906 1.216 3.803
O 1.152 0.527 1.823
H 2.124 4.414 1.263
H 1.537 3.272 -1.212
H 3.847 4.546 -0.404
H 3.928 3.432 -1.772
H 5.112 2.963 0.907
H 5.175 1.901 -0.504
H 3.693 0.608 0.957
H 3.316 2.856 2.527
C -0.239 -3.801 4.850
N 0.306 -2.791 3.974
C -0.251 -1.455 4.115
C 1.395 -2.997 3.169
N 1.477 -2.349 2.046
C 2.732 -1.960 1.589
C 3.713 -1.607 2.500
C 5.030 -1.323 2.111
C 5.375 -1.360 0.793
C 4.379 -1.578 -0.192
C 4.748 -1.499 -1.557
C 3.808 -1.594 -2.536
C 2.460 -1.756 -2.185
C 2.051 -1.880 -0.877
N 0.646 -1.929 -0.658
C 0.015 -2.880 -1.286
N -1.295 -2.795 -1.658
C -2.121 -3.972 -1.853
C -1.981 -1.542 -1.915
N 0.595 -4.100 -1.596
C 1.623 -4.650 -0.744
C 0.582 -4.584 -2.960
C 3.022 -1.822 0.182
N 2.284 -3.952 3.635
C 3.194 -4.647 2.751
C 2.745 -3.898 5.011
H -1.327 -3.829 4.735
H -0.028 -3.598 5.906
H 0.162 -4.779 4.596
H 0.215 -0.779 3.401
H -1.331 -1.474 3.950
H -0.068 -1.079 5.127
H 3.445 -1.552 3.548
H 5.766 -1.080 2.868
H 6.392 -1.171 0.470
H 5.791 -1.332 -1.798
H 4.083 -1.501 -3.579
H 1.695 -1.732 -2.953
H -1.662 -4.844 -1.395
H -2.292 -4.178 -2.914
H -3.095 -3.799 -1.389
H -1.271 -0.722 -1.955
H -2.733 -1.342 -1.146
H -2.489 -1.605 -2.882
H 1.494 -4.239 0.254
H 2.636 -4.425 -1.097
H 1.501 -5.737 -0.700
H -0.119 -4.007 -3.558
H 0.294 -5.639 -3.004
H 1.578 -4.477 -3.406
H 2.812 -4.643 1.736
H 3.292 -5.682 3.086
H 4.187 -4.185 2.740
H 2.182 -3.159 5.574
H 3.800 -3.604 5.033
H 2.648 -4.870 5.504
C -4.746 0.416 1.636
N -3.314 0.396 1.871
C -2.693 1.699 2.050
C -2.556 -0.698 1.606
N -1.370 -0.613 1.083
N -3.119 -1.905 1.966
C -4.003 -2.008 3.114
C -2.449 -3.138 1.608
H -5.090 -0.559 1.299
H -4.971 1.143 0.852
H -5.290 0.692 2.545
H -3.244 2.239 2.824
H -2.703 2.279 1.128
H -1.661 1.580 2.368
H -0.828 -1.463 1.242
H -4.109 -1.040 3.597
H -3.581 -2.710 3.839
H -4.996 -2.370 2.832
H -1.673 -3.411 2.336
H -1.981 -3.037 0.634
H -3.185 -3.943 1.561
C -2.304 4.621 -0.698
N -3.342 4.490 -1.706
C -3.829 3.326 -2.202
Se -3.362 1.616 -1.761
N -4.769 3.666 -3.123
C -4.891 5.043 -3.225
C -5.688 5.864 -4.004
C -5.536 7.234 -3.835
C -4.620 7.758 -2.921
C -3.822 6.931 -2.142
C -3.977 5.566 -2.314
H -1.921 3.634 -0.456
H -2.705 5.088 0.201
H -1.489 5.229 -1.090
H -5.273 2.965 -3.635
H -6.399 5.461 -4.713
H -6.141 7.909 -4.425
H -4.530 8.831 -2.817
H -3.111 7.332 -1.432
C -0.108 3.164 -3.388
Si 0.449 1.364 -3.410
C -0.600 0.438 -4.662
C 2.238 1.313 -3.986
O 0.294 0.685 -1.948
H -0.562 3.442 -4.344
H 0.719 3.856 -3.207
H -0.857 3.299 -2.606
H -0.455 0.849 -5.665
H -1.661 0.518 -4.410
H -0.333 -0.623 -4.695
H 2.417 2.060 -4.766
H 2.511 0.336 -4.393
H 2.909 1.520 -3.147
```

Its energy above the lowest of the compared OMol25 structures with the same formula, charge and spin is 0.0 kcal/mol. The largest force on an atom is 0.009 Eh/bohr. The frontier orbital gap comes out at 7.494 eV.

***

In order of appearance, HOMO level = -10.0, -10.3, -7.0 eV.